This record from the Open Molecules 2025 dataset describes a structure of composition C31H41BrFeN12OS. The level of theory is ωB97M-V/def2-TZVPD.

XYZ file:
```
88
Properties=species:S:1:pos:R:3:forces:R:3
Fe -1.28221 0.41004 1.49120 -1.539 1.047 1.247
C 1.85308 0.24840 2.20800 0.053 -0.107 -0.190
N 0.63078 0.86609 2.71679 -0.734 0.134 -0.775
C 0.77735 2.32664 2.68092 0.403 0.038 0.215
C 0.34878 0.43381 4.08467 0.100 -0.220 0.186
C -1.10927 0.50095 4.41319 -0.065 -0.026 0.251
C -1.54284 0.55967 5.73646 -0.012 0.019 0.000
C -2.89392 0.47816 6.03416 -0.011 -0.056 -0.029
C -3.81759 0.31851 5.00528 0.093 0.014 -0.018
C -3.38783 0.26836 3.68485 -0.169 -0.008 0.138
C -2.03789 0.37195 3.39793 0.517 -0.198 -1.008
H 2.71712 0.51553 2.83268 -0.040 0.042 0.039
H 2.03057 0.59734 1.19062 -0.040 -0.018 0.002
H 1.74815 -0.83524 2.19229 -0.015 0.017 -0.022
H 1.63442 2.63299 3.30222 0.019 -0.063 -0.019
H -0.12358 2.81200 3.03571 0.023 -0.012 0.069
H 0.94681 2.64377 1.65592 0.022 -0.013 0.006
H 0.94528 1.01347 4.80191 0.050 0.012 -0.027
H 0.65542 -0.61098 4.17675 0.095 0.008 -0.026
H -0.81074 0.65695 6.53260 -0.031 0.033 0.010
H -3.22612 0.52522 7.06452 0.000 0.012 -0.019
H -4.87525 0.24041 5.22651 0.007 0.007 0.018
H -4.11101 0.14769 2.88843 0.026 0.024 0.014
N -4.28024 1.90661 0.35982 -0.070 0.128 -0.059
C -3.49047 2.69946 1.14842 0.008 0.045 0.012
N -3.81843 3.93967 1.46194 -0.036 0.120 0.009
N -2.80946 4.36134 2.24856 0.081 -0.183 -0.078
N -1.93692 3.42880 2.39552 -0.235 0.098 0.108
N -2.33289 2.33812 1.69870 0.719 -0.775 -0.321
C -4.03331 0.58582 0.11487 -0.007 -0.140 -0.066
N -4.79320 -0.17966 -0.64327 -0.147 -0.073 -0.111
N -4.19403 -1.39234 -0.60057 0.070 0.109 0.104
N -3.14308 -1.35058 0.13591 -0.225 0.045 -0.044
N -3.01425 -0.09005 0.62553 1.031 -0.400 0.084
H -5.07078 2.33058 -0.08922 -0.033 0.008 0.026
C 2.56596 -5.88305 -0.58442 -0.011 -0.050 -0.042
C 1.24924 -5.71169 -1.35894 0.005 0.008 0.048
C 0.25995 -6.80134 -0.92077 -0.001 0.027 -0.032
C 1.54851 -5.90931 -2.84569 -0.029 -0.003 0.027
C 0.67746 -4.32656 -1.05999 -0.004 0.006 -0.074
C 0.28857 -3.99580 0.23394 0.031 0.025 0.026
C -0.11738 -2.71171 0.50372 -0.015 0.052 0.178
Br -0.68669 -2.28246 2.26413 -0.150 -0.097 0.061
C -0.16486 -1.64762 -0.42306 -0.032 -0.061 -0.003
O -0.39258 -0.42713 -0.03679 0.268 0.165 0.408
C 0.08098 -2.03379 -1.76408 0.042 0.056 -0.097
C 0.52635 -3.33216 -2.01877 0.001 -0.022 0.004
C -0.13234 -1.12135 -2.98562 -0.039 -0.062 -0.003
C -0.74074 0.24146 -2.65561 0.020 0.017 -0.014
C 1.21101 -0.88266 -3.69154 -0.019 0.031 0.024
C -1.11006 -1.82365 -3.94655 0.028 0.021 0.006
H 2.99662 -6.87300 -0.77126 -0.015 0.033 0.027
H 2.40759 -5.77265 0.49011 0.010 -0.008 -0.027
H 3.28951 -5.12696 -0.89822 -0.010 -0.013 0.026
H 0.63957 -7.79232 -1.18885 0.000 0.020 0.034
H -0.70496 -6.65513 -1.41074 0.014 -0.023 0.022
H 0.09733 -6.78274 0.15844 -0.021 0.004 -0.034
H 1.94636 -6.91527 -3.00298 -0.005 0.016 -0.012
H 2.29456 -5.19475 -3.20065 -0.041 -0.001 -0.017
H 0.64544 -5.80404 -3.45144 0.036 0.008 -0.005
H 0.30096 -4.72340 1.03715 0.031 0.023 -0.030
H 0.75604 -3.58101 -3.04667 0.007 0.039 0.006
H -0.10698 0.81952 -1.98908 -0.040 -0.051 -0.070
H -1.71874 0.13441 -2.18100 0.047 0.028 0.020
H -0.87098 0.80417 -3.58709 -0.015 -0.050 -0.007
H 1.89900 -0.36502 -3.01780 -0.003 -0.010 -0.028
H 1.06267 -0.25715 -4.57792 0.008 -0.019 0.022
H 1.67881 -1.81770 -4.00805 -0.001 0.011 0.004
H -2.05075 -2.02794 -3.43090 0.008 0.001 -0.023
H -0.71674 -2.76841 -4.32734 -0.008 0.013 -0.003
H -1.32115 -1.17431 -4.80202 0.023 -0.020 0.020
C 1.52840 7.36880 -1.83065 0.057 0.056 0.029
C 1.84009 5.92892 -1.59136 0.230 0.100 -0.144
C 3.04269 5.33986 -1.84020 0.289 0.305 -0.127
C 3.17950 3.95356 -1.58403 -0.119 -0.046 0.012
N 2.19201 3.20982 -1.16920 -0.170 -0.039 0.173
C 0.96807 3.77605 -0.95326 -0.703 -0.206 0.136
S -0.40324 2.96444 -0.51612 0.278 0.266 -0.213
N 0.85484 5.15722 -1.11800 0.033 -0.174 -0.058
C 4.48674 3.25505 -1.79141 0.132 0.071 -0.092
H 2.36203 7.85959 -2.32653 -0.001 0.009 0.005
H 1.32980 7.88370 -0.88964 -0.013 -0.021 0.022
H 0.64067 7.46128 -2.45704 -0.006 0.013 -0.011
H 3.86764 5.92365 -2.22262 -0.020 -0.020 0.001
H -0.06407 5.53734 -0.93202 -0.015 -0.088 0.047
H 5.17191 3.85114 -2.39368 0.012 -0.013 0.021
H 4.31128 2.29531 -2.27364 -0.007 -0.006 0.021
H 4.95167 3.05726 -0.82405 -0.009 0.013 0.007
```
Forces are in eV/Å.

Relative energy (zero: lowest compared OMol25 entry of this formula, charge and spin) = 22.9 kcal per mole
Orbital gap (alpha / beta) = 6.66 / 6.62 eV
LUMO energy (alpha / beta) = 0.0719 / 0.0719 Ha
Highest occupied orbital energy (alpha / beta) = -4.71 / -4.67 eV
Total charge = -1
Strongest force on any atom = 2.24 eV/Å
Spin multiplicity = 2

=====

This record from the Open Molecules 2025 dataset describes a structure of composition C31H41CuN7O2Te. The level of theory is ωB97M-V/def2-TZVPD.

XYZ file:
```
83
Properties=species:S:1:pos:R:3:forces:R:3
Cu -0.89673 0.75357 -0.60272 -0.010 -0.499 0.389
C 1.47055 6.19682 -3.62062 -0.148 0.039 -0.088
C -0.02764 6.31885 -3.34670 0.102 -0.313 0.218
C -0.30153 6.51329 -1.85595 -0.076 0.000 -0.179
C -0.80791 5.10547 -3.89386 0.155 0.632 -0.227
N -0.48540 3.85868 -3.23084 -0.001 -0.354 0.356
C -1.09337 3.26014 -2.19794 0.227 0.173 -0.222
N -0.39933 2.19209 -1.88704 -0.108 0.265 -0.081
N 0.63998 2.14446 -2.73549 0.208 -0.077 -0.243
N 0.60386 3.13376 -3.54394 -0.158 0.190 -0.033
H 1.99955 7.06097 -3.21911 0.001 0.007 -0.012
H 1.66852 6.13822 -4.69209 0.042 -0.005 0.007
H 1.88107 5.30080 -3.15824 0.055 -0.006 0.046
H -0.41072 7.18668 -3.89039 -0.068 -0.039 -0.031
H 0.09390 5.67807 -1.27466 0.010 0.020 0.047
H -1.37361 6.59401 -1.66179 0.014 0.011 0.069
H 0.17635 7.42361 -1.49677 0.003 -0.005 0.028
H -0.59227 4.97840 -4.95432 -0.058 -0.093 0.014
H -1.87719 5.27298 -3.76793 -0.021 -0.091 -0.026
H -1.99344 3.60338 -1.71806 0.018 0.015 0.030
N -3.55905 2.76098 5.57696 -0.161 -0.193 0.103
C -2.23841 2.55277 5.21549 0.251 -0.095 -0.103
O -1.34507 2.66269 6.06372 -0.118 0.141 -0.053
C -1.98419 2.17101 3.84395 0.009 0.018 0.205
C -0.65725 2.24148 3.33310 0.176 -0.109 0.027
C -0.37348 1.81175 2.07476 -0.052 0.098 0.111
N -1.30920 1.27641 1.22593 -0.076 0.004 -0.102
C -2.58604 1.20806 1.71210 -0.035 -0.001 0.042
C -2.95822 1.63978 2.95003 -0.067 0.008 -0.044
H -3.69950 3.15510 6.49027 0.034 0.029 0.013
H -4.24600 2.97258 4.87708 0.033 0.080 -0.037
H 0.12407 2.63784 3.96892 0.001 -0.019 -0.031
H 0.63302 1.87939 1.67623 0.021 -0.002 0.037
H -3.31554 0.76764 1.03928 -0.032 0.014 0.041
H -3.99119 1.52512 3.25625 0.000 -0.053 -0.051
C -1.97598 -0.16412 -3.58916 -0.025 0.030 0.000
C -1.51425 -1.29036 -2.70887 -0.060 -0.441 -0.074
O -1.59113 -2.48095 -3.10435 -0.061 0.142 -0.357
N -0.99708 -1.01684 -1.51354 0.067 -0.122 0.099
Te -0.80437 -2.87242 -0.74350 0.061 0.354 0.391
C 1.12359 -3.66335 -1.19574 -0.055 -0.283 0.033
C 1.50997 -4.72682 -0.36152 -0.154 0.105 -0.044
C 0.61067 -5.29247 0.70910 0.021 0.068 -0.055
C 2.77346 -5.28155 -0.52784 0.058 0.073 -0.017
C 3.64460 -4.82119 -1.50312 0.038 0.055 -0.039
C 5.02595 -5.39047 -1.66898 -0.070 -0.006 0.012
C 3.21197 -3.80702 -2.34699 -0.009 -0.029 0.032
C 1.96139 -3.21663 -2.22230 -0.089 0.088 -0.054
C 1.58222 -2.11925 -3.17544 0.033 0.059 0.100
C -0.39151 -2.16866 1.22460 -0.073 -0.008 0.104
C 0.83285 -1.64083 1.65353 0.041 -0.012 -0.231
C 1.93548 -1.27017 0.69736 -0.036 0.051 0.093
C 1.01196 -1.39821 3.00709 0.014 0.020 0.056
C 0.01092 -1.62826 3.94150 -0.065 0.002 -0.077
C 0.24478 -1.37334 5.39919 -0.006 0.170 0.081
C -1.22394 -2.06456 3.48117 0.071 0.023 0.049
C -1.44228 -2.34575 2.14087 0.003 -0.085 -0.239
C -2.80727 -2.83523 1.71278 0.156 0.021 0.055
H -2.74551 -0.52538 -4.26664 -0.009 -0.018 0.021
H -1.12966 0.18236 -4.18613 0.028 0.013 0.030
H -2.34580 0.66571 -2.99097 -0.021 0.020 -0.066
H -0.37043 -5.54963 0.30021 -0.016 -0.040 0.060
H 0.46309 -4.57988 1.52191 -0.016 -0.022 0.044
H 1.04360 -6.19849 1.12872 -0.015 -0.008 -0.016
H 3.08353 -6.08420 0.13166 -0.022 -0.027 -0.022
H 5.18108 -6.25170 -1.02120 0.026 -0.004 -0.012
H 5.77860 -4.63787 -1.42838 0.016 -0.022 0.017
H 5.18836 -5.69580 -2.70331 0.036 -0.038 0.017
H 3.87515 -3.45657 -3.13064 -0.027 0.010 -0.021
H 2.20649 -2.16525 -4.06640 0.027 0.017 0.014
H 1.72240 -1.13909 -2.71166 -0.049 0.008 -0.025
H 0.54273 -2.21405 -3.47779 0.096 -0.010 -0.093
H 1.57687 -0.50607 -0.00090 0.048 -0.035 -0.032
H 2.28090 -2.12184 0.11712 0.076 0.063 0.026
H 2.78777 -0.86443 1.24108 -0.033 0.052 -0.010
H 1.96320 -0.99955 3.34250 0.005 0.001 -0.002
H 1.28697 -1.55966 5.65994 -0.024 -0.002 0.037
H -0.39253 -2.00684 6.01599 0.025 -0.004 0.002
H 0.01832 -0.33272 5.65319 -0.006 -0.020 -0.058
H -2.03568 -2.18951 4.18915 -0.019 -0.019 -0.024
H -3.52581 -2.69672 2.51868 -0.001 0.016 -0.017
H -2.78766 -3.89890 1.45971 -0.054 0.016 -0.031
H -3.16660 -2.28230 0.84272 -0.101 -0.014 0.025
```
Forces are in eV/Å.

Relative energy (zero: lowest compared OMol25 entry of this formula, charge and spin) = 7.3 kcal per mole
Orbital gap (alpha / beta) = 4.32 / 7.83 eV
LUMO energy (alpha / beta) = 0.0074 / 0.0073 Ha
Highest occupied orbital energy (alpha / beta) = -4.11 / -7.63 eV
Strongest force on any atom = 0.69 eV/Å
Spin multiplicity = 2

=====

This record from the Open Molecules 2025 dataset describes a structure of composition C31H41InN2O8P2. The level of theory is ωB97M-V/def2-TZVPD.

XYZ file:
```
85
Properties=species:S:1:pos:R:3:forces:R:3
C 2.51911 2.64852 3.48917 -0.021 -0.077 0.235
C 3.07705 1.29236 3.01339 0.160 0.887 0.157
C 4.46526 1.42817 2.40417 0.170 -0.321 -0.166
C 5.13836 0.08607 2.11873 -0.218 0.397 -0.519
C 4.40390 -0.68930 1.01414 0.164 -0.132 0.131
C 5.32180 -1.32403 -0.05018 -0.492 -0.051 0.363
C 4.79619 -2.66220 -0.59617 0.462 0.067 -0.146
C 4.25735 -2.54251 -2.01929 -0.020 -0.230 0.783
C 3.03604 -1.64410 -1.97222 -0.118 0.095 -1.058
C 2.46550 -1.23575 -3.33535 0.047 -0.126 0.403
C 1.02838 -0.69645 -3.20252 0.264 0.621 -0.455
C 0.73390 -0.00978 -1.89104 -0.529 -0.247 0.314
C 1.36693 1.19544 -1.51399 0.220 -0.065 -0.258
P 2.56515 1.94980 -2.61757 -0.323 0.120 0.378
P 1.39828 3.28496 -3.93552 -0.328 0.672 -1.633
O 2.13900 3.50127 -5.16382 0.216 -0.263 0.316
O 1.13083 4.55077 -3.03636 -0.013 -0.438 0.360
O -0.00531 2.57882 -4.16336 0.183 -0.300 0.457
C 1.07434 1.84305 -0.30348 0.356 -0.129 0.343
C 1.74501 3.14300 -0.00307 -1.852 0.422 0.389
O 2.95371 3.34824 -0.24654 1.137 0.057 -1.022
O 1.08228 4.07831 0.43503 0.366 -0.212 0.089
C 0.13285 1.32337 0.59868 -0.055 0.015 -0.166
N -0.08740 2.02486 1.80155 -0.432 -0.485 0.010
C -0.50295 0.15056 0.22871 0.180 -0.077 -0.258
C -0.19570 -0.51190 -0.98917 0.334 0.262 0.177
C -0.92667 -1.79762 -1.21643 -0.261 0.158 0.253
O -0.36133 -2.78395 -1.67076 0.130 -0.196 -0.318
C -2.33006 -1.76697 -0.82370 -0.149 -0.094 -0.204
C -3.30079 -2.40368 -1.58624 0.216 -0.068 0.343
C -4.62569 -2.29857 -1.18907 0.080 0.106 0.074
C -4.97894 -1.58320 -0.05358 -0.052 0.156 -0.212
O -6.27413 -1.48986 0.29986 -0.058 -0.168 -0.062
C -7.03694 -0.31126 -0.09438 0.089 0.106 -0.021
C -6.34054 0.62887 -1.04220 -0.103 0.226 -0.129
C -3.99206 -0.97278 0.77179 0.535 -0.657 0.565
N -4.34734 -0.24911 1.87372 -0.754 0.565 -0.463
C -5.16601 -0.63896 2.77481 0.338 -0.143 -0.068
C -5.90793 0.38771 3.56337 0.291 0.389 -0.246
C -5.42818 -2.06539 3.10359 -0.356 -0.129 -0.085
C -2.66540 -1.07451 0.35520 -0.074 0.167 -0.391
C -1.55545 -0.46479 1.10540 -0.217 -0.378 0.096
O -1.44888 -0.47026 2.30420 0.023 0.333 0.270
H 2.22378 2.60893 4.53475 -0.024 -0.034 0.127
H 1.63242 2.95689 2.93860 0.240 0.222 -0.041
H 3.26754 3.43281 3.41788 0.052 0.122 -0.108
H 3.15640 0.62650 3.87013 -0.213 -0.311 -0.081
H 2.38694 0.88698 2.27058 -0.009 -0.496 0.022
H 5.09859 2.02287 3.06053 -0.005 0.026 0.145
H 4.41952 1.96692 1.45273 -0.075 0.189 0.042
H 6.14641 0.29585 1.76488 0.205 -0.087 0.192
H 5.18514 -0.51421 3.02431 0.207 -0.049 0.087
H 3.71703 0.00115 0.51319 -0.187 0.017 0.009
H 3.79506 -1.46647 1.47580 -0.162 -0.044 -0.015
H 5.39665 -0.60802 -0.86961 0.386 0.017 -0.125
H 6.31414 -1.46206 0.36643 0.130 -0.006 -0.001
H 5.56954 -3.42563 -0.55712 0.108 -0.027 -0.047
H 3.99068 -3.02219 0.05053 -0.075 -0.081 0.071
H 4.02184 -3.57713 -2.33413 0.245 0.348 -0.408
H 5.00015 -2.17046 -2.71999 0.089 0.059 -0.057
H 3.27641 -0.73582 -1.42622 -0.037 -0.108 0.316
H 2.20686 -2.12667 -1.41140 0.372 0.707 0.489
H 3.14080 -0.51134 -3.78889 0.090 0.091 -0.113
H 2.46352 -2.07749 -4.03276 -0.005 -0.033 -0.123
H 0.33842 -1.50593 -3.39062 -0.236 0.021 0.132
H 0.83808 0.03015 -3.99681 0.021 0.001 -0.175
H 3.40632 2.77087 -1.82318 0.482 0.035 0.576
H 0.20704 4.84552 -3.04247 0.026 0.230 0.135
H -0.42158 2.24190 -3.35673 -0.248 0.078 -0.066
H -1.07956 2.13400 1.99342 -0.014 0.174 -0.078
H 0.27266 1.49933 2.59536 0.116 0.044 -0.065
H -3.02331 -2.95649 -2.46967 0.007 -0.064 -0.084
H -5.40237 -2.77722 -1.76526 -0.149 0.026 -0.011
H -7.94360 -0.68744 -0.55572 -0.114 -0.141 0.071
H -7.29407 0.22088 0.81775 -0.082 -0.037 0.139
H -6.04246 0.15355 -1.97335 0.109 -0.114 -0.027
H -5.49630 1.14201 -0.58727 0.171 -0.095 0.045
H -7.06174 1.39896 -1.31024 -0.077 0.075 -0.004
H -6.92554 0.05500 3.74267 -0.043 -0.103 0.263
H -5.94254 1.30666 2.98527 0.009 0.119 0.001
H -5.40609 0.62135 4.50028 -0.092 -0.182 0.215
H -5.23631 -2.24582 4.15958 0.106 0.029 0.105
H -4.85726 -2.76152 2.49862 0.124 -0.026 -0.021
H -6.48895 -2.26165 2.95134 -0.087 -0.082 -0.019
In 1.79621 -4.08274 -2.11267 -0.895 -1.350 -0.138
```
Forces are in eV/Å.

Orbital gap = 2.25 eV
LUMO energy = -0.4008 Ha
Highest occupied orbital energy = -13.15 eV
Total charge = +2
Strongest force on any atom = 1.94 eV/Å

=====

Question: Number 1 is which compound?
Answer: C31H41BrFeN12OS

=====

Question: Which of these has the lowest strongest force on any atom?
Answer: C31H41CuN7O2Te